A) {
  "formula": "CH5N3OS",
  "method": "ωB97M-V with the def2-TZVPD basis set",
  "species": ["C", "N", "N", "N", "O", "S", "H", "H", "H", "H", "H"],
  "coordinates": [[0.914, -0.295, -0.587], [0.670, 1.032, 0.020], [0.103, -1.262, 0.170], [-1.712, 0.604, 0.433], [-0.480, 1.626, -0.240], [-1.648, -0.878, -0.135], [0.565, -0.136, -1.563], [2.033, -0.353, -0.374], [0.880, 0.960, 1.004], [0.153, -2.250, -0.069], [-1.477, 0.953, 1.342]],
  "homo_ev": -8.479,
  "lumo_energy_ev": 0.360,
  "homo_lumo_gap_ev": 8.838
}



B) {
  "formula": "CH5N3OS",
  "method": "ωB97M-V with the def2-TZVPD basis set",
  "species": ["H", "N", "C", "N", "O", "N", "S", "H", "H", "H", "H"],
  "coordinates": [[-1.890, -0.732, -0.617], [-1.589, -0.814, 0.381], [-0.470, -0.260, 0.512], [0.077, -0.282, 1.846], [1.101, 0.641, 2.114], [0.337, 0.313, -0.451], [0.148, 0.047, -2.126], [-0.644, -0.087, 2.445], [1.868, 0.075, 2.277], [1.145, 0.781, -0.114], [-0.604, 1.133, -2.395]],
  "homo_ev": -9.266,
  "lumo_energy_ev": 0.581,
  "homo_lumo_gap_ev": 9.847
}



C) {
  "formula": "CH5N3OS",
  "method": "ωB97M-V with the def2-TZVPD basis set",
  "species": ["N", "N", "C", "O", "N", "S", "H", "H", "H", "H", "H"],
  "coordinates": [[0.293, -0.698, -1.610], [0.969, 0.048, -0.658], [0.691, 0.019, 0.678], [1.485, 0.238, 1.577], [-0.669, -0.216, 1.002], [-2.009, 0.661, 0.377], [-0.047, -1.561, -1.180], [-0.499, -0.152, -1.959], [1.958, 0.135, -0.799], [-0.690, -0.381, 2.038], [-1.482, 1.908, 0.534]],
  "homo_ev": -9.768,
  "lumo_energy_ev": 0.631,
  "homo_lumo_gap_ev": 10.399
}



Energies, relative to the best one, in hartree: A) 0.1556; B) 0.0460; C) 0.0000.



A) {
  "formula": "C3H6S2",
  "method": "ωB97M-V with the def2-TZVPD basis set",
  "species": ["C", "C", "S", "C", "S", "H", "H", "H", "H", "H", "H"],
  "coordinates": [[0.147, -0.254, -1.110], [-1.133, -0.250, -0.366], [-0.932, -0.250, 1.293], [0.805, 0.566, 1.424], [1.184, 1.007, -0.254], [0.733, -1.180, -1.063], [-0.042, 0.053, -2.164], [-1.791, 0.539, -0.890], [-1.420, -1.267, -0.677], [1.661, -0.292, 1.670], [0.789, 1.328, 2.137]],
  "homo_ev": -8.666,
  "lumo_energy_ev": 0.870,
  "homo_lumo_gap_ev": 9.536
}



B) {
  "formula": "C3H6S2",
  "method": "ωB97M-V with the def2-TZVPD basis set",
  "species": ["C", "C", "S", "C", "S", "H", "H", "H", "H", "H", "H"],
  "coordinates": [[1.331, -0.046, -0.371], [-0.041, -0.336, -0.040], [-0.375, -1.808, 0.772], [-0.922, 1.098, 0.478], [-1.372, 0.308, -1.069], [1.511, 0.562, -1.349], [1.885, -1.040, -0.482], [1.809, 0.523, 0.457], [-1.522, -2.245, 0.149], [-1.787, 0.861, 1.158], [-0.515, 2.124, 0.297]],
  "homo_ev": -8.858,
  "lumo_energy_ev": 0.769,
  "homo_lumo_gap_ev": 9.627
}



Energies, relative to the best one, in hartree: A) 0.0000; B) 0.0277.



A) {
  "formula": "C3H6S2",
  "method": "ωB97M-V with the def2-TZVPD basis set",
  "species": ["C", "C", "C", "S", "S", "H", "H", "H", "H", "H", "H"],
  "coordinates": [[1.430, 1.336, -0.807], [-0.440, -0.742, 1.170], [-1.309, -1.023, -0.030], [-0.395, -1.319, 2.678], [1.048, 0.269, 0.841], [0.412, 1.513, -1.050], [1.907, 2.196, -0.467], [-1.660, -2.020, 0.043], [-2.092, -0.299, 0.109], [-0.952, -0.741, -0.922], [2.050, 0.830, -1.564]],
  "homo_ev": -8.775,
  "lumo_energy_ev": 0.003,
  "homo_lumo_gap_ev": 8.778
}



B) {
  "formula": "C3H6S2",
  "method": "ωB97M-V with the def2-TZVPD basis set",
  "species": ["C", "C", "S", "C", "S", "H", "H", "H", "H", "H", "H"],
  "coordinates": [[-1.140, -0.739, -0.204], [0.214, 0.069, -0.223], [-0.323, 1.910, 0.316], [1.273, -0.190, 0.692], [2.715, -0.838, 0.256], [-1.503, -0.540, 0.738], [-0.883, -1.775, -0.333], [-1.887, -0.397, -0.857], [0.658, 0.163, -1.309], [-0.298, 2.578, -0.823], [1.172, -0.239, 1.745]],
  "homo_ev": -8.906,
  "lumo_energy_ev": -0.656,
  "homo_lumo_gap_ev": 8.250
}



Energies, relative to the best one, in hartree: A) 0.0048; B) 0.0000.



A) {
  "formula": "H2N2O4S",
  "method": "ωB97M-V with the def2-TZVPD basis set",
  "species": ["N", "N", "O", "O", "O", "O", "S", "H", "H"],
  "coordinates": [[3.108, -2.164, -1.168], [2.320, -2.260, -0.395], [3.944, -2.063, -1.944], [1.193, 0.054, -0.315], [-1.198, -0.519, 0.194], [0.052, -1.726, -1.568], [0.226, -1.310, -0.207], [1.207, 0.559, 0.499], [-1.712, -0.285, -0.582]],
  "homo_ev": -10.516,
  "lumo_energy_ev": 0.604,
  "homo_lumo_gap_ev": 11.119
}



B) {
  "formula": "H2N2O4S",
  "method": "ωB97M-V with the def2-TZVPD basis set",
  "species": ["N", "N", "O", "O", "O", "O", "S", "H", "H"],
  "coordinates": [[0.060, -0.732, -1.797], [-1.109, 0.900, 0.350], [0.471, -0.487, -2.867], [1.075, -0.798, -0.893], [0.498, 0.656, 2.181], [0.567, -1.288, 0.253], [-0.594, -0.142, 1.327], [-2.004, 0.701, -0.164], [1.037, 1.189, 1.611]],
  "homo_ev": -9.882,
  "lumo_energy_ev": 0.008,
  "homo_lumo_gap_ev": 9.890
}



Energies, relative to the best one, in hartree: A) 0.0000; B) 0.1572.



A) {
  "formula": "CH3ClN2",
  "method": "ωB97M-V with the def2-TZVPD basis set",
  "species": ["N", "C", "N", "Cl", "H", "H", "H"],
  "coordinates": [[-0.904, -0.421, -0.844], [0.151, 0.036, 0.161], [1.090, -0.411, 1.047], [2.081, 0.824, 1.865], [-1.098, -1.355, -0.838], [-1.374, 0.217, -1.382], [0.055, 1.111, -0.009]],
  "homo_ev": -9.535,
  "lumo_energy_ev": 0.336,
  "homo_lumo_gap_ev": 9.871
}



B) {
  "formula": "CH3ClN2",
  "method": "ωB97M-V with the def2-TZVPD basis set",
  "species": ["C", "N", "H", "N", "Cl", "H", "H"],
  "coordinates": [[-1.775, -0.456, 0.774], [-1.061, -0.858, 1.588], [-2.478, -0.214, 0.031], [1.454, 0.586, -0.125], [0.179, 1.853, 0.026], [1.500, -0.081, 0.625], [1.217, 0.278, -1.036]],
  "homo_ev": -9.777,
  "lumo_energy_ev": 0.493,
  "homo_lumo_gap_ev": 10.270
}



Energies, relative to the best one, in hartree: A) 0.0214; B) 0.0000.



A) {
  "formula": "CH4N2O",
  "method": "ωB97M-V with the def2-TZVPD basis set",
  "species": ["H", "N", "C", "N", "O", "H", "H", "H"],
  "coordinates": [[2.397, -0.583, -0.081], [1.799, 0.234, 0.010], [0.599, -0.414, 0.012], [-0.460, 0.497, 0.066], [-1.705, -0.255, -0.087], [0.155, -1.392, 0.015], [-0.486, 1.470, -0.441], [-2.300, 0.443, 0.506]],
  "homo_ev": -8.883,
  "lumo_energy_ev": 0.735,
  "homo_lumo_gap_ev": 9.617
}



B) {
  "formula": "CH4N2O",
  "method": "ωB97M-V with the def2-TZVPD basis set",
  "species": ["H", "N", "C", "N", "O", "H", "H", "H"],
  "coordinates": [[-0.461, 1.454, 1.950], [0.323, 1.120, 1.314], [-0.125, 0.472, 0.387], [0.402, -0.089, -0.729], [-0.077, -1.143, -1.426], [-1.074, -0.110, 0.284], [1.419, 0.100, -1.238], [-0.406, -1.804, -0.542]],
  "homo_ev": -8.793,
  "lumo_energy_ev": 0.580,
  "homo_lumo_gap_ev": 9.373
}



Energies, relative to the best one, in hartree: A) 0.0000; B) 0.0274.